Record 1
DFT (ωB97M-V/def2-TZVPD) results for a molecular structure, C58H74BBiIN7P3.

Summary:
- energy relative to the best compared isomer or geometry (same formula, charge and spin) (kcal/mol) = 0.0
- highest occupied orbital energy (eV) = -9.97
- LUMO (hartree) = -0.0946
- total charge = +1
- largest force on an atom (eV/Å) = 1.2
- orbital gap (Eh) = 0.272
- multiplicity = 1
- E (Ha) = -4198.9620

Positions of all 145 atoms, in Å:
Bi 0.85 0.30 0.31
C -4.19 -0.37 0.78
C -4.49 0.17 -0.62
C -5.73 1.06 -0.57
C -4.76 -1.03 -1.54
P -2.88 0.98 -1.22
C -2.67 2.22 0.19
N -1.40 2.93 0.12
B -0.08 2.41 0.10
N 0.79 3.54 -0.07
C 2.23 3.60 -0.10
P 2.93 1.90 -0.30
C 3.20 1.73 -2.16
C 4.21 2.72 -2.73
C 1.83 1.96 -2.80
C 3.65 0.28 -2.44
C 4.51 1.84 0.74
C 4.13 2.34 2.14
C 5.64 2.71 0.20
C 4.95 0.38 0.83
C 0.01 4.69 -0.12
C 0.38 6.02 -0.27
C -0.62 6.98 -0.26
C -1.95 6.62 -0.05
C -2.32 5.29 0.11
C -1.33 4.32 0.04
C -3.26 2.14 -2.69
C -4.03 3.42 -2.39
C -3.99 1.35 -3.78
C -1.87 2.51 -3.22
H -4.86 -1.21 1.02
H -3.16 -0.75 0.85
H -4.33 0.39 1.55
H -6.57 0.49 -0.15
H -5.58 1.93 0.07
H -6.03 1.39 -1.56
H -5.58 -1.63 -1.12
H -5.05 -0.73 -2.54
H -3.88 -1.67 -1.61
H -3.49 2.93 0.20
H -2.69 1.65 1.11
H 2.56 4.24 -0.92
H 2.60 4.03 0.84
H 4.00 3.74 -2.44
H 5.23 2.48 -2.43
H 4.18 2.67 -3.82
H 1.44 2.95 -2.58
H 1.92 1.87 -3.88
H 1.10 1.22 -2.46
H 4.68 0.12 -2.14
H 3.01 -0.43 -1.90
H 3.57 0.07 -3.50
H 4.10 3.43 2.19
H 3.17 1.94 2.48
H 4.89 2.01 2.85
H 5.31 3.71 -0.08
H 6.39 2.82 0.99
H 6.14 2.24 -0.65
H 4.15 -0.27 1.18
H 5.79 0.31 1.53
H 5.31 0.01 -0.13
H 1.41 6.31 -0.40
H -0.37 8.02 -0.40
H -2.71 7.39 -0.01
H -3.35 5.04 0.33
H -4.97 3.24 -1.87
H -3.44 4.13 -1.83
H -4.29 3.90 -3.34
H -5.04 1.19 -3.52
H -3.97 1.92 -4.71
H -3.53 0.38 -3.95
H -1.30 3.08 -2.48
H -1.30 1.62 -3.49
H -1.97 3.13 -4.12
C 3.30 -3.13 1.69
N 2.76 -1.80 1.86
C 2.33 -1.49 3.02
C 1.71 -0.23 3.34
C 1.55 0.29 4.61
C 0.95 1.56 4.47
C 0.74 1.75 3.13
N 1.19 0.67 2.42
C 4.71 -3.13 1.15
C 5.74 -3.75 1.86
C 7.02 -3.81 1.34
C 7.30 -3.24 0.10
C 6.29 -2.60 -0.60
C 5.00 -2.56 -0.08
H 2.65 -3.64 0.98
H 3.28 -3.70 2.63
H 2.45 -2.17 3.87
H 1.87 -0.18 5.53
H 0.70 2.25 5.26
H 0.30 2.59 2.62
H 5.53 -4.18 2.83
H 7.80 -4.31 1.89
H 8.30 -3.29 -0.30
H 6.50 -2.15 -1.56
H 4.21 -2.08 -0.64
N -2.17 -3.59 -0.50
P -0.93 -2.58 -1.17
C -1.42 -2.88 -2.93
C -1.48 -4.15 -3.50
C -1.87 -4.30 -4.81
C -2.21 -3.19 -5.58
C -2.14 -1.93 -5.02
C -1.74 -1.77 -3.70
C 0.45 -3.80 -1.18
C 1.52 -3.53 -2.03
C 2.56 -4.43 -2.16
C 2.56 -5.60 -1.41
C 1.51 -5.86 -0.54
C 0.46 -4.96 -0.42
C -2.33 -3.61 0.88
C -3.30 -4.41 1.50
C -3.33 -4.45 2.88
C -2.45 -3.66 3.61
C -1.55 -2.87 2.91
N -1.48 -2.85 1.57
H -2.85 -4.07 -1.07
H -1.20 -5.02 -2.91
H -1.92 -5.29 -5.25
H -2.51 -3.32 -6.61
H -2.40 -1.06 -5.62
H -1.70 -0.79 -3.25
H 1.52 -2.61 -2.62
H 3.38 -4.23 -2.84
H 3.37 -6.31 -1.51
H 1.50 -6.77 0.04
H -0.35 -5.18 0.26
H -3.98 -5.00 0.91
H -4.04 -5.08 3.39
H -2.45 -3.67 4.69
H -0.86 -2.22 3.43
I -5.19 -2.10 5.86
C -4.56 -0.14 5.42
C -5.10 0.94 6.10
C -4.67 2.21 5.75
C -3.74 2.33 4.73
N -3.23 1.29 4.08
C -3.62 0.07 4.43
H -5.84 0.81 6.87
H -5.05 3.09 6.25
H -3.39 3.31 4.40
H -3.18 -0.75 3.88

Record 2
DFT (ωB97M-V/def2-TZVPD) results for 9 unconnected molecules or ions with the total composition C59H117Cl7N6O6.

Summary:
- energy relative to the best compared isomer or geometry (same formula, charge and spin) (kcal/mol) = 0.0
- <S²> = 12.03
- highest occupied orbital energy (alpha / beta) (eV) = -8.05 / -9.28
- LUMO (alpha / beta) (hartree) = 0.0084 / -0.0023
- largest force on an atom (eV/Å) = 3.8
- orbital gap (alpha / beta) (Eh) = 0.304 / 0.339
- multiplicity = 7
- E (Ha) = -6319.1411

Positions of all 195 atoms, in Å:
C -6.14 1.98 -1.82
C -5.41 0.68 -1.38
C -6.42 -0.13 -0.52
C -7.46 -0.91 -1.29
C -6.69 -1.84 -2.23
C -5.79 -1.04 -3.21
N -4.86 -0.15 -2.47
O -3.91 0.44 -3.22
C -4.94 -2.18 -3.85
C -6.72 -0.46 -4.29
C -4.37 1.08 -0.35
H -6.83 1.78 -2.65
H -5.37 2.64 -2.23
H -6.62 2.46 -0.97
H -5.80 -0.82 0.06
H -6.92 0.47 0.24
H -8.03 -0.21 -1.91
H -8.09 -1.52 -0.65
H -7.51 -2.20 -2.86
H -6.13 -2.60 -1.70
H -4.44 -2.71 -3.04
H -5.53 -2.93 -4.39
H -4.17 -1.85 -4.54
H -7.28 0.36 -3.85
H -6.15 0.11 -5.03
H -7.36 -1.16 -4.83
H -3.64 0.28 -0.17
H -4.81 1.23 0.64
H -3.71 1.88 -0.66
C -4.32 1.27 9.45
C -3.85 1.09 7.99
C -4.68 2.10 7.23
C -4.27 2.25 5.75
C -2.82 2.62 5.69
C -1.86 1.60 6.40
N -2.41 1.41 7.78
O -1.56 0.96 8.66
C -1.80 0.30 5.59
C -0.50 2.33 6.38
C -4.29 -0.34 7.56
H -4.02 2.25 9.82
H -3.87 0.57 10.16
H -5.40 1.24 9.49
H -5.73 1.80 7.25
H -4.60 3.08 7.71
H -4.90 3.01 5.28
H -4.47 1.32 5.20
H -2.71 3.62 6.12
H -2.56 2.63 4.63
H -0.94 0.30 4.93
H -1.65 -0.54 6.28
H -2.72 0.21 5.00
H -0.60 3.36 6.70
H 0.09 1.79 7.13
H 0.00 2.16 5.43
H -4.16 -0.56 6.50
H -5.36 -0.39 7.76
H -3.73 -1.14 8.04
C 0.28 0.51 -4.49
C 1.74 0.02 -4.41
C 1.65 -1.34 -3.75
C 2.91 -2.18 -3.75
C 3.47 -2.31 -5.16
C 3.59 -0.95 -5.94
N 2.34 -0.20 -5.75
O 2.42 0.95 -6.40
C 4.88 -0.31 -5.46
C 3.73 -1.41 -7.41
C 2.49 1.03 -3.52
H 0.12 1.58 -4.56
H -0.34 0.06 -3.71
H -0.22 -0.06 -5.29
H 1.22 -1.21 -2.76
H 0.90 -1.93 -4.29
H 2.80 -3.14 -3.23
H 3.72 -1.72 -3.17
H 2.81 -2.93 -5.77
H 4.41 -2.85 -5.15
H 5.02 -0.32 -4.38
H 5.75 -0.78 -5.91
H 4.94 0.74 -5.77
H 4.60 -2.06 -7.54
H 2.94 -2.05 -7.80
H 3.84 -0.56 -8.09
H 3.47 0.71 -3.18
H 1.93 1.12 -2.58
H 2.57 1.98 -4.04
C 7.03 2.34 4.01
C 5.92 1.48 3.46
C 4.86 1.35 4.60
C 3.46 0.93 4.15
C 3.00 1.72 2.95
C 3.97 1.76 1.75
N 5.33 2.11 2.24
O 6.24 2.38 1.33
C 3.93 0.37 1.10
C 3.45 2.83 0.78
C 6.50 0.08 3.28
H 7.29 1.98 5.00
H 6.70 3.37 4.04
H 7.93 2.26 3.40
H 5.15 0.58 5.31
H 4.75 2.35 5.04
H 2.78 1.10 4.99
H 3.35 -0.14 3.94
H 2.85 2.70 3.43
H 2.02 1.35 2.67
H 3.03 0.26 0.50
H 4.78 0.31 0.41
H 4.06 -0.47 1.78
H 4.07 2.89 -0.12
H 2.39 2.72 0.55
H 3.50 3.83 1.21
H 5.82 -0.70 2.93
H 6.98 -0.25 4.20
H 7.24 0.07 2.49
C 1.12 -7.36 -0.03
C 1.80 -6.48 1.02
C 3.22 -7.12 1.21
C 4.31 -6.22 1.78
C 4.28 -4.88 1.08
C 2.92 -4.15 1.08
N 1.88 -5.06 0.61
O 0.71 -4.49 0.38
C 2.80 -3.60 2.51
C 3.09 -2.94 0.16
C 1.10 -6.62 2.36
H 0.03 -7.32 0.03
H 1.43 -8.36 0.26
H 1.48 -7.19 -1.05
H 3.14 -7.96 1.90
H 3.59 -7.63 0.31
H 5.31 -6.59 1.60
H 4.14 -6.08 2.85
H 4.51 -5.10 0.03
H 5.05 -4.25 1.52
H 1.91 -2.97 2.65
H 2.61 -4.37 3.25
H 3.62 -2.94 2.81
H 2.12 -2.45 0.08
H 3.87 -2.27 0.52
H 3.36 -3.28 -0.84
H 0.92 -7.69 2.52
H 0.11 -6.17 2.28
H 1.53 -6.25 3.29
C 2.46 6.05 -3.12
C 1.07 6.72 -3.12
C 0.42 6.73 -4.54
C -0.36 5.47 -4.96
C -1.27 5.02 -3.80
C -0.58 4.87 -2.46
N 0.11 6.12 -2.17
O 0.43 6.34 -0.91
C -1.72 4.64 -1.45
C 0.31 3.60 -2.42
C 1.22 8.24 -2.80
H 2.87 5.97 -2.12
H 3.07 6.82 -3.60
H 2.53 5.14 -3.71
H -0.29 7.55 -4.67
H 1.23 6.93 -5.24
H 0.31 4.61 -5.08
H -0.99 5.56 -5.84
H -1.87 4.15 -4.05
H -1.99 5.85 -3.72
H -1.33 4.62 -0.43
H -2.52 5.37 -1.36
H -2.18 3.65 -1.56
H 1.07 3.73 -3.19
H 0.75 3.55 -1.42
H -0.23 2.68 -2.60
H 1.89 8.38 -1.95
H 0.32 8.67 -2.36
H 1.53 8.92 -3.59
Cl -1.89 -6.62 -5.52
C -1.08 -5.26 -4.73
C -2.08 -4.34 -4.02
Cl -1.18 -3.10 -3.07
H -0.43 -4.82 -5.48
H -0.46 -5.59 -3.90
H -2.67 -4.90 -3.30
H -2.73 -3.82 -4.73
Cl 0.30 0.88 -0.29
C -0.63 -0.62 -0.26
C -0.64 -1.32 1.08
Cl -1.78 -0.52 2.20
H -0.25 -1.27 -1.04
H -1.65 -0.42 -0.58
H 0.35 -1.38 1.54
H -1.05 -2.32 1.01
C -4.45 -3.45 1.27
Cl -3.47 -2.78 -0.04
Cl -3.37 -4.42 2.31
Cl -5.86 -4.43 0.81
H -4.80 -2.58 1.82